(1)
The following is a quantum chemistry calculation of an isolated ion of composition C8H10ClN4O2 and charge +1 at a distorted geometry, from the Open Molecules 2025 dataset.

Computed properties:
SMILES = COC(=O)/C(C)=N\c1nccc(Cl)[n+]1N
HOMO level = -13.0702 eV
Net charge = +1
Maximum force = 0.10118 Eh/bohr
Calculated total energy = -1140.19016 hartree

Positions of all 25 atoms, in Å:
C -0.89001 2.01110 -3.51805
O -0.86642 0.74149 -2.77461
C -0.74941 0.76454 -1.49080
O -0.57900 1.82119 -0.85610
C -0.89453 -0.53063 -0.71778
C -2.25193 -1.09343 -0.74772
N 0.13398 -1.26004 -0.34986
C 1.08861 -1.03321 0.49344
N 2.17662 -1.83651 0.60502
C 2.84369 -1.79220 1.72144
C 2.45265 -0.93229 2.76873
C 1.41413 -0.11426 2.60841
Cl 0.96821 1.13657 3.84799
N 0.65305 -0.19168 1.49734
N -0.46797 0.48781 1.33016
H -1.26552 2.76215 -2.72897
H -1.62052 1.81559 -4.21231
H 0.16725 2.20843 -3.73490
H -2.89812 -0.45953 -0.03864
H -2.26131 -2.13763 -0.29493
H -2.61859 -1.17539 -1.70831
H 3.82660 -2.17985 1.83917
H 3.07020 -0.89093 3.60397
H -0.53217 1.12491 0.62779
H -0.89951 0.75380 2.22953

Forces on atoms 1 to 2 (eV/Å):
1.06 1.13 4.51
-0.22 -1.65 0.00

---

(2)
The following is a quantum chemistry calculation of a single C8H10ClOPS molecule at a distorted geometry, from the Open Molecules 2025 dataset.

Computed properties:
SMILES = CCP(c1ccccc1)#S(=O)Cl
HOMO level = -8.8443 eV
Energy above the lowest of the compared OMol25 structures with the same formula, charge and spin = 2.926 eV
Maximum force = 0.07271 Eh/bohr
Calculated total energy = -1585.75768 hartree

Positions of all 22 atoms, in Å:
C -0.16282 -2.18479 -0.67132
C 0.98773 -1.50771 -1.42447
P 1.20340 0.43335 -1.30106
C 0.30966 0.70781 0.19987
C -1.03151 1.12357 0.33555
C -1.58883 1.29031 1.61712
C -0.71119 1.20161 2.75077
C 0.59084 0.77103 2.53894
C 1.11959 0.52699 1.30452
S -0.39787 1.01744 -2.81462
O -0.55852 -0.07078 -3.76568
Cl 0.91627 2.48502 -3.38765
H 0.01055 -3.23838 -0.55140
H -0.18683 -1.70973 0.27477
H -1.14194 -2.04697 -1.11500
H 0.78585 -1.73029 -2.43536
H 1.97172 -1.80067 -1.20850
H -1.62184 1.25673 -0.59624
H -2.58582 1.49784 1.87965
H -1.17198 1.38097 3.66659
H 1.16800 0.46409 3.44471
H 2.09554 0.13259 1.25880

Forces on atoms 1 to 2 (eV/Å):
0.82 0.70 0.00
-1.76 1.68 -0.04

---

For each record above, in turn, the calculated HOMO-LUMO gap values are 8.82 9.27 eV.